Entry 1:
Computed, not measured: a cluster of 2 separate species, C3H9NP2 in total, with ωB97M-V/def2-TZVPD.

XYZ file:
```
15
Properties=species:S:1:pos:R:3:forces:R:3
C 0.6920 -2.3359 0.1775 -0.858 1.432 -1.609
C -0.2544 0.8019 1.3394 -0.074 1.675 -1.727
H 0.0759 1.5813 1.9332 1.297 1.336 1.731
H -0.9908 0.2601 1.8148 -1.554 -1.537 0.688
P 0.9431 2.5730 -1.2238 0.009 0.599 0.378
N -1.1145 0.2146 -1.1274 0.162 1.034 0.081
C 1.5510 -1.3200 0.2491 0.481 -2.349 0.614
H 0.9336 -3.2527 0.6261 -0.076 -1.057 0.923
H -1.9957 -0.1218 -0.7868 -0.396 -0.318 -0.031
H -1.1471 0.4762 -2.0998 -0.250 -0.116 -0.220
P -0.4758 1.4679 -0.1758 1.125 -2.215 -1.232
H 0.8215 1.9085 -2.4826 -0.515 -0.181 0.401
H 1.5234 -0.4939 -0.4119 -0.062 0.971 -0.053
H -0.2202 -2.2863 -0.4631 0.872 -0.104 0.544
H 2.4149 -1.5563 0.8923 -0.162 0.829 -0.488
```
Positions in Å, forces in eV/Å.

Values from the calculation:
multiplicity = 1
E_HOMO (spin up / spin down) = -7.63 / -7.63 eV
ΔE to the lowest compared entry with this formula, charge and spin = 308.3 kJ/mol
Kohn-Sham gap (spin up / spin down) = 0.2585 / 0.2585 Ha
E_tot = -857.02674 a.u.
LUMO (spin up / spin down) = -0.6 / -0.6 eV

Atom charges from the Mulliken analysis, given in e for atoms 1 to 4: C -0.478; C -0.719; H 0.297; H 0.330

Entry 2:
Computed, not measured: a cluster of 8 separate species, C21H58NO8S7Si in total, with ωB97M-V/def2-TZVPD.

XYZ file:
```
96
Properties=species:S:1:pos:R:3:forces:R:3
H -0.5743 -2.1832 1.7087 -0.168 0.096 0.040
H -5.7591 0.4229 1.9423 0.003 -0.014 -0.011
H 2.2477 8.6124 -1.8760 -0.027 -0.015 -0.010
H 2.9353 -2.7355 -2.4961 0.060 -0.155 -0.148
H 5.3972 5.1569 3.3966 0.002 -0.030 0.013
H 3.3374 7.8263 -0.6892 0.003 -0.012 0.007
H 2.4703 3.5959 5.3885 0.010 -0.029 -0.016
C 0.6207 7.2909 -0.0217 -0.057 0.062 0.017
C 1.0533 -2.8436 2.9197 0.129 -0.422 -0.416
H -0.9345 -1.5832 -6.4449 0.005 0.021 0.035
O -4.3027 -2.3741 2.4015 0.023 -0.035 -0.050
C 1.6041 -0.5723 3.6821 0.267 -0.089 -0.561
S -3.2104 -3.0174 3.1731 0.122 -0.076 0.134
C -3.0778 -2.1449 4.7418 -0.004 0.045 0.013
O 2.4813 3.3016 2.4872 -0.118 -0.040 0.065
H 0.1903 2.8572 -2.1883 -0.012 -0.037 -0.034
C 2.7449 7.6850 -1.5930 0.014 0.082 -0.033
H -0.3381 -2.8587 -7.5384 0.091 0.081 -0.059
O 0.7049 -3.2598 0.5932 0.601 0.509 0.096
S 1.5143 6.4082 -1.3060 0.090 -0.060 0.101
O -4.7324 2.0226 4.9454 0.047 -0.055 0.047
H -4.7891 -4.3313 4.3911 -0.007 0.036 -0.018
H 1.9628 -5.6442 -0.5870 0.030 -0.159 -0.137
H 3.4502 -2.4898 -7.2230 -0.005 0.038 -0.002
H 0.8973 -1.3192 1.3593 0.196 0.071 -0.004
H 1.9366 2.8812 -1.8313 0.020 -0.036 -0.011
C 0.4997 -2.3047 1.5994 -0.645 -0.355 -0.112
C 3.1058 4.3003 4.8558 -0.006 0.066 0.019
H 4.2607 -2.0046 -0.2548 0.088 -0.114 -0.063
C 3.4731 -2.1419 0.4836 -0.550 0.251 0.219
H 0.2884 -3.1091 3.6425 -0.072 0.364 0.185
H 1.2769 7.4433 0.8350 0.009 -0.015 0.002
H 3.9067 5.7568 2.6017 -0.032 -0.017 0.013
H 4.9931 4.6335 1.7441 -0.006 -0.038 -0.003
H 3.9621 4.5600 5.4772 0.009 -0.013 0.003
H 2.5340 5.1913 4.5983 -0.008 -0.012 -0.035
H 2.1999 -2.2453 4.5422 0.116 -0.136 -0.039
Si 2.1413 -3.2300 -0.2956 0.531 -0.825 -1.062
H 3.1057 -1.1353 0.6963 0.061 0.119 0.108
O 0.6366 6.3658 -2.5041 -0.005 -0.007 -0.025
C 4.5851 4.9115 2.7133 -0.040 0.065 -0.111
C 2.4319 -2.8415 -7.0728 0.039 -0.080 -0.023
H 0.0545 1.2569 -5.6355 0.046 0.003 -0.010
H -3.6915 -3.8731 -3.6428 0.017 0.013 -0.012
H 2.3965 -3.5130 -6.2149 -0.008 0.015 0.014
C 2.7812 -4.9940 -0.2803 -0.582 0.423 0.377
H -6.9308 0.2530 4.8113 0.044 0.011 -0.004
H 3.3879 7.3497 -2.4037 -0.015 -0.033 -0.010
C 1.3297 0.5665 3.4646 -0.158 0.380 0.041
S 1.3984 -1.4076 -6.7455 -0.016 0.023 0.057
H 1.2847 3.9114 -3.1292 -0.037 0.015 0.016
S 1.4765 1.6185 -3.7816 -0.001 0.057 -0.028
S -5.6402 1.9735 3.7650 0.053 0.029 -0.013
C -7.1630 1.1907 4.3067 -0.065 -0.042 0.018
H -7.8050 1.0139 3.4441 -0.002 0.015 -0.008
H -2.3666 -2.6643 5.3853 -0.012 -0.018 -0.002
O 1.1502 0.3473 -3.0695 -0.090 0.027 0.154
H -0.8387 1.9633 -4.2590 0.030 -0.009 0.042
H -4.0894 0.8610 2.3657 -0.004 0.058 0.011
C 1.1875 2.9531 -2.6180 0.049 0.083 0.040
H -3.3421 -1.4591 -3.1734 0.020 -0.024 -0.022
H 0.2704 8.2458 -0.4128 0.005 -0.011 -0.035
H -0.2289 6.6786 0.2721 0.008 -0.034 -0.020
H 1.1081 1.6036 3.2723 0.118 -0.103 0.054
H -2.0799 -0.7880 -2.1086 0.060 -0.027 -0.023
H 2.9584 -1.9447 3.1239 -0.059 0.097 -0.352
H 0.2214 2.9915 -5.2747 0.023 0.000 -0.003
H 1.5997 -3.7562 2.6926 0.174 -0.004 0.078
C 1.9351 -2.7003 -2.0607 0.011 0.335 0.597
H -4.0655 -5.2185 3.0255 0.012 0.022 -0.031
H -2.7239 -1.1349 4.5401 -0.023 0.007 -0.024
H -4.0557 -2.0981 5.2201 -0.015 -0.005 -0.012
C -3.8651 -4.5431 3.8541 -0.029 -0.057 0.019
H 1.6147 -1.6629 -2.1593 -0.166 0.051 -0.102
O -0.9925 -2.9466 -3.7236 -0.093 -0.131 -0.142
H -3.4124 -1.7419 -1.4037 0.011 -0.018 0.010
H -3.7715 -4.2562 -1.8940 0.024 0.017 0.018
H -2.7190 -5.2064 -2.9712 0.033 0.004 0.004
H 3.9433 -2.5703 1.3722 0.072 -0.070 0.098
H 1.2584 -3.3315 -2.6292 -0.058 -0.047 -0.090
C -0.1436 -2.3094 -6.6164 -0.015 -0.123 -0.075
H 3.0621 -5.2937 0.7297 0.186 -0.125 0.025
H -7.6571 1.8699 4.9976 0.022 0.031 -0.001
C 0.0817 2.0016 -4.8419 -0.063 -0.084 -0.094
S -1.7582 -3.1026 -2.4614 -0.031 0.049 0.391
C -3.1306 -4.2188 -2.7746 -0.036 -0.029 -0.128
H -4.9869 -0.2901 3.3816 -0.044 -0.018 0.015
C -2.7581 -1.6245 -2.2681 -0.034 0.091 0.001
S 3.6820 3.5021 3.3539 0.104 -0.039 0.155
H 2.0789 -3.3466 -7.9718 -0.025 0.035 -0.009
O 1.3456 -0.6109 -8.0015 -0.010 0.017 -0.020
H -0.0905 -2.9828 -5.7645 -0.043 0.046 0.052
C -5.0674 0.6002 2.7652 -0.071 0.047 -0.087
H 3.6187 -5.1199 -0.9587 0.130 -0.065 -0.040
H -3.1274 -4.9896 4.5210 0.009 0.002 -0.008
N 2.0447 -1.9060 3.5881 -0.260 0.082 0.982
```
Positions in Å, forces in eV/Å.

Values from the calculation:
total charge = +1
multiplicity = 1
E_HOMO = -9.71 eV
Kohn-Sham gap = 0.2405 Ha
E_tot = -4567.91647 a.u.
LUMO = -3.2 eV

Atom charges from the Mulliken analysis, given in e for atoms 1 to 4: H 0.313; H 0.402; H 0.338; H 0.376

Entry 3:
Computed, not measured: an isolated molecule of C6H4O2, with ωB97M-V/def2-TZVPD.

XYZ file:
```
12
Properties=species:S:1:pos:R:3:forces:R:3
O 3.6620 -0.1466 0.0844 0.964 -0.644 -0.380
O 0.2154 -1.1243 -0.1377 -0.271 2.243 -0.490
H 1.3225 1.9968 0.1627 1.082 -0.894 -0.526
H -1.1071 -2.5761 0.0234 -0.891 0.400 -0.102
C 2.6348 0.3301 -0.0997 0.526 0.378 0.773
C 1.4958 0.9353 -0.1375 -2.583 1.578 0.207
C -1.0649 0.7694 0.0171 1.336 -3.272 -0.848
H -2.9221 -0.2887 0.1477 -2.343 -0.451 0.229
C -1.9104 -0.3991 0.0457 2.991 -0.469 -0.030
C 0.2059 0.2634 -0.1784 -0.186 -0.108 0.885
H -1.4485 1.7299 0.1103 -0.054 1.617 -0.018
C -1.0835 -1.4901 -0.0379 -0.570 -0.378 0.301
```
Positions in Å, forces in eV/Å.

Values from the calculation:
multiplicity = 1
SMILES = O=C=Cc1ccco1
E_HOMO = -7.85 eV
ΔE to the lowest compared entry with this formula, charge and spin = 98.4 kJ/mol
Kohn-Sham gap = 0.3125 Ha
E_tot = -381.44159 a.u.
LUMO = 0.7 eV

Atom charges from the Mulliken analysis, given in e for atoms 1 to 4: O -0.346; O -0.316; H 0.265; H 0.406